Here is 7 unconnected molecules or ions with the total composition C68H147N6O2 in a non-equilibrium geometry from the OMol25 dataset. Energies are from ωB97M-V/def2-TZVPD.

Its energy above the lowest of the compared OMol25 structures with the same formula, charge and spin is 0.0 kcal per mole. The LUMO energy comes out at -8.90 eV. Its charge is +5. The spin multiplicity is 1. The value obtained for the electronic energy is -85891.419 eV. For the HOMO-LUMO gap, the calculation gives 8.69 eV.

Geometry (Å):
C 0.185 0.256 0.379
C -1.336 0.155 0.565
O -1.766 0.195 1.752
O -2.073 0.218 -0.457
H 0.543 -0.696 0.786
H 0.521 1.020 1.077
H 0.510 0.443 -0.639
C 0.179 4.071 -0.406
C 0.547 3.121 -1.570
C 0.596 3.828 -2.910
C 1.989 4.292 -3.327
N 2.098 5.110 -4.628
C 1.559 6.525 -4.434
C 2.266 7.382 -5.495
C 3.454 6.535 -5.987
C 3.511 5.331 -5.038
C 1.230 4.440 -5.689
C 1.684 3.090 -6.180
C 0.645 2.359 -7.000
H 0.885 4.897 -0.325
H 0.301 3.483 0.506
H -0.865 4.364 -0.472
H -0.186 2.313 -1.555
H 1.465 2.646 -1.208
H -0.095 4.674 -2.946
H 0.236 3.159 -3.698
H 2.635 3.442 -3.540
H 2.391 5.041 -2.643
H 0.475 6.491 -4.504
H 1.803 6.804 -3.409
H 1.591 7.605 -6.322
H 2.578 8.365 -5.153
H 3.466 6.246 -7.036
H 4.285 7.236 -5.899
H 3.966 4.522 -5.603
H 4.066 5.594 -4.138
H 1.236 5.161 -6.512
H 0.204 4.460 -5.325
H 1.900 2.457 -5.308
H 2.644 3.200 -6.687
H 0.941 1.374 -7.357
H 0.401 2.895 -7.921
H -0.283 2.278 -6.431
C 2.896 -3.674 4.917
C 3.074 -3.404 3.419
C 2.950 -4.625 2.492
C 3.018 -4.169 1.024
N 2.653 -5.263 0.025
C 2.804 -4.809 -1.425
C 1.546 -4.025 -1.745
C 0.509 -4.422 -0.658
C 1.189 -5.556 0.101
C 3.558 -6.468 0.248
C 5.050 -6.239 0.077
C 5.826 -7.557 -0.001
H 2.335 -4.562 5.217
H 2.258 -2.905 5.362
H 3.835 -3.651 5.462
H 4.110 -3.086 3.283
H 2.444 -2.575 3.090
H 2.156 -5.349 2.686
H 3.848 -5.214 2.695
H 4.076 -4.001 0.832
H 2.384 -3.306 0.832
H 2.825 -5.661 -2.102
H 3.688 -4.190 -1.551
H 1.094 -4.302 -2.700
H 1.755 -2.975 -1.963
H -0.278 -4.899 -1.240
H 0.194 -3.631 0.017
H 1.064 -6.573 -0.272
H 0.863 -5.596 1.140
H 3.210 -7.309 -0.353
H 3.345 -6.758 1.278
H 5.471 -5.627 0.875
H 5.223 -5.726 -0.873
H 5.486 -8.317 0.708
H 6.878 -7.437 0.245
H 5.696 -8.006 -0.985
C -3.080 5.670 2.937
C -3.039 4.396 2.096
C -4.413 3.751 1.915
C -4.255 2.455 1.080
N -5.522 1.760 0.719
C -6.301 2.540 -0.365
C -6.963 1.540 -1.283
C -6.441 0.175 -0.907
C -5.258 0.422 0.066
C -6.424 1.569 1.935
C -5.737 0.975 3.148
C -6.643 0.755 4.347
H -2.106 6.148 3.050
H -3.352 5.472 3.973
H -3.757 6.341 2.410
H -2.559 3.558 2.624
H -2.489 4.491 1.162
H -5.168 4.372 1.418
H -4.849 3.531 2.890
H -3.602 1.730 1.576
H -3.664 2.634 0.178
H -6.835 3.417 -0.009
H -5.515 2.995 -0.976
H -8.045 1.590 -1.167
H -6.721 1.758 -2.322
H -7.278 -0.447 -0.584
H -6.013 -0.412 -1.722
H -5.057 -0.359 0.788
H -4.423 0.603 -0.606
H -7.202 0.906 1.556
H -6.799 2.578 2.090
H -4.747 1.387 3.345
H -5.440 -0.066 2.945
H -6.788 1.635 4.979
H -6.367 -0.067 5.005
H -7.666 0.497 4.056
C -3.880 -5.415 7.784
C -4.384 -5.462 6.347
C -4.279 -4.050 5.678
C -2.871 -3.814 5.169
N -2.627 -2.434 4.490
C -3.068 -2.550 3.027
C -1.962 -3.214 2.246
C -0.710 -2.763 3.017
C -1.148 -2.134 4.329
C -3.313 -1.323 5.270
C -2.835 -1.230 6.692
C -3.641 -0.162 7.489
H -3.873 -6.422 8.191
H -4.606 -4.835 8.367
H -2.995 -4.809 7.986
H -5.414 -5.812 6.283
H -3.877 -6.202 5.719
H -4.556 -3.362 6.474
H -5.024 -4.039 4.880
H -2.501 -4.447 4.365
H -2.179 -3.844 6.009
H -3.330 -1.519 2.784
H -4.009 -3.103 3.043
H -1.880 -2.921 1.200
H -1.961 -4.303 2.244
H 0.050 -2.143 2.535
H -0.053 -3.621 3.224
H -1.177 -1.062 4.117
H -0.489 -2.332 5.168
H -4.345 -1.657 5.145
H -3.198 -0.401 4.700
H -1.750 -1.150 6.802
H -2.923 -2.131 7.312
H -3.571 0.755 6.896
H -3.244 0.074 8.471
H -4.700 -0.406 7.542
C -4.520 -4.510 -0.014
C -4.624 -3.164 -0.726
C -3.754 -3.179 -1.969
C -3.669 -1.824 -2.628
N -2.607 -1.716 -3.717
C -2.511 -0.297 -4.212
C -1.054 -0.056 -4.629
C -0.247 -1.185 -3.969
C -1.236 -1.981 -3.117
C -2.800 -2.684 -4.848
C -4.057 -2.551 -5.703
C -4.197 -3.723 -6.664
H -3.500 -4.682 0.324
H -4.909 -5.294 -0.666
H -5.209 -4.572 0.831
H -4.350 -2.321 -0.082
H -5.671 -2.950 -0.963
H -4.070 -3.915 -2.705
H -2.761 -3.337 -1.531
H -3.453 -0.966 -1.981
H -4.601 -1.414 -3.033
H -3.305 -0.061 -4.914
H -2.700 0.285 -3.308
H -0.955 -0.065 -5.715
H -0.715 0.951 -4.387
H 0.237 -1.697 -4.800
H 0.548 -0.798 -3.332
H -1.018 -3.034 -2.962
H -1.278 -1.550 -2.111
H -2.856 -3.664 -4.371
H -1.916 -2.640 -5.483
H -4.022 -1.628 -6.290
H -4.997 -2.481 -5.152
H -3.424 -3.794 -7.430
H -5.109 -3.585 -7.243
H -4.281 -4.641 -6.081
C 3.279 1.915 1.680
C 4.432 1.520 0.730
C 5.311 2.780 0.582
C 6.696 2.439 0.029
N 7.458 3.652 -0.460
C 7.135 3.992 -1.908
C 7.886 3.040 -2.817
C 9.062 2.461 -1.968
C 8.943 3.304 -0.703
C 7.335 4.957 0.381
C 7.912 4.823 1.768
C 7.586 6.109 2.561
H 2.769 1.034 2.075
H 2.530 2.515 1.157
H 3.594 2.508 2.536
H 4.077 1.138 -0.229
H 4.981 0.710 1.217
H 5.445 3.195 1.580
H 4.765 3.522 -0.004
H 6.602 1.751 -0.812
H 7.347 2.000 0.782
H 7.302 5.034 -2.177
H 6.043 3.900 -1.955
H 8.319 3.644 -3.609
H 7.257 2.219 -3.154
H 9.958 2.737 -2.514
H 8.995 1.398 -1.759
H 9.348 4.296 -0.908
H 9.433 2.894 0.178
H 6.263 5.134 0.386
H 7.916 5.617 -0.256
H 8.990 4.671 1.706
H 7.528 3.986 2.354
H 6.510 6.279 2.599
H 8.028 7.003 2.123
H 7.980 5.971 3.566